No. 1
C4H3ClO | ωB97M-V/def2-TZVPD

Summary:
Molar mass: 102.52 g/mol
Spin multiplicity: 1
LUMO: 0.117 eV
Total energy: -689.46454 Eh
F_max: 3.05 eV/A
SMILES: C=CC1=C(Cl)O1
Energy relative to the best compared isomer or geometry (same formula, charge and spin): 100.6 kcal per mole

Last column: Löwdin charge in e.
Cartesian coordinates (Å):
Cl 3.612 0.441 0.019  0.732
O 1.353 -1.191 -0.068  -0.052
C 1.971 -0.002 0.135  -0.722
C 0.661 0.189 0.010  -0.104
C -0.757 0.617 -0.059  -0.118
C -1.723 -0.336 0.109  0.032
H -1.664 -1.359 0.518  0.082
H -2.684 -0.015 -0.195  0.033
H -0.768 1.656 -0.469  0.117

Force components x, y, z for each atom (eV/Å):
Cl -1.01 -0.25 0.26
O 0.06 -2.04 0.13
C -2.30 1.66 -0.94
C 1.49 1.19 0.91
C 2.29 -2.00 -0.26
C 0.89 1.57 -0.21
H 0.66 0.80 -0.44
H -1.11 0.10 0.03
H -0.98 -1.02 0.53

No. 2
C7H10ClF8O2S | ωB97M-V/def2-TZVPD

Summary:
Molar mass: 345.66 g/mol
Spin multiplicity: 1
Net charge: -1
LUMO: 2.729 eV
Total energy: -2080.59528 Eh
F_max: 1.13 eV/A
Energy relative to the best compared isomer or geometry (same formula, charge and spin): 0.0 kcal per mole

Last column: Löwdin charge in e.
Cartesian coordinates (Å):
Cl 0.394 0.392 2.537  -0.478
S 4.073 -1.666 1.137  0.763
F -3.419 0.060 1.933  0.080
F 0.306 1.981 -4.250  0.082
F -2.369 2.852 0.110  0.116
F -1.555 2.771 -2.404  0.144
F 0.188 1.780 -1.565  0.152
F -1.572 0.889 -4.469  0.106
F -4.032 1.501 -0.376  0.117
F -3.814 2.164 2.362  0.064
O 4.177 -0.627 2.175  -0.548
O -1.731 0.626 -1.753  0.042
C -0.509 1.063 -3.670  -0.297
C 3.825 -3.223 1.995  -0.293
C -2.831 1.582 0.252  -0.458
C 2.399 -1.643 0.460  -0.310
C -2.940 1.308 1.748  -0.330
C -0.931 1.576 -2.286  -0.575
C -1.903 0.543 -0.317  -0.050
H 4.684 -3.446 2.624  0.042
H 1.693 -1.787 1.283  -0.003
H 2.956 -3.106 2.650  0.059
H 3.664 -4.036 1.287  0.045
H 2.228 -0.645 0.068  0.034
H 0.044 0.129 -3.533  0.171
H -1.959 1.426 2.215  0.071
H 2.299 -2.468 -0.244  0.044
H -2.401 -0.417 -0.205  0.146
H -0.966 0.419 0.235  0.068

Force components x, y, z for each atom (eV/Å):
Cl -0.34 -0.04 -0.25
S -0.10 -0.33 -0.42
F -0.12 -0.35 0.02
F -0.02 -0.03 -0.07
F -0.10 -0.08 -0.05
F 0.06 0.03 -0.10
F 0.08 0.04 0.11
F -0.22 -0.11 -0.12
F -0.23 0.21 0.03
F -0.05 -0.01 -0.41
O 0.18 0.25 0.26
O 0.04 0.21 0.34
C 0.54 0.19 0.40
C -0.20 -0.26 0.48
C 0.33 -0.07 0.29
C -0.06 -0.10 0.71
C 0.02 0.61 0.63
C -0.28 -0.22 -0.07
C 0.20 -0.90 -0.66
H 0.17 0.10 -0.14
H 0.05 0.23 -0.02
H 0.05 0.00 -0.12
H 0.00 0.03 -0.06
H -0.05 -0.05 -0.32
H -0.12 0.00 -0.22
H 0.13 -0.28 0.03
H 0.08 0.22 -0.32
H -0.17 0.07 0.05
H 0.15 0.62 -0.01

No. 3
C42H85Br2FN4O8P | ωB97M-V/def2-TZVPD

Summary:
Molar mass: 983.94 g/mol
Spin multiplicity: 1
Net charge: -1
LUMO: 1.740 eV
Total energy: -8061.44342 Eh
F_max: 3.00 eV/A

Last column: Löwdin charge in e.
Cartesian coordinates (Å):
Br -6.187 -5.768 4.941  0.721
Br -7.096 -8.968 4.083  0.563
P -5.184 -5.366 1.807  0.721
F -6.763 -1.217 3.480  0.143
O -4.485 -3.006 4.399  -0.081
O -4.169 -6.693 1.259  -0.238
O -7.363 -3.827 2.620  0.043
O -4.350 -4.332 0.611  -0.228
O -0.129 -5.515 -0.516  0.132
O -8.167 -5.113 -1.122  -0.035
O -8.533 -2.941 -1.603  0.113
O -7.476 -0.867 1.454  0.141
N -2.135 -4.382 0.140  0.205
N -5.829 -2.429 1.712  0.140
N -2.535 -1.265 3.337  0.015
N -2.694 -7.459 -0.353  0.096
C 3.537 4.099 -1.822  -0.100
C 3.356 -0.456 -1.364  -0.228
C -0.350 2.321 3.212  -0.221
C -4.376 -8.320 3.857  -0.196
C -0.488 4.864 3.317  -0.108
C 0.522 2.265 0.785  -0.268
C 2.635 -2.096 0.453  -0.101
C 9.339 7.234 -3.674  -0.271
C -8.774 -3.914 -0.946  -0.550
C -3.251 -3.063 -1.876  -0.126
C -5.631 -7.971 3.078  -0.708
C -1.120 -4.926 -0.258  -0.318
C 6.705 8.539 -4.742  -0.269
C 10.067 6.858 -4.960  -0.113
C -2.110 -2.697 -2.595  -0.025
C -3.737 -4.964 2.988  -0.189
C -1.225 3.560 3.032  -0.262
C 3.461 -1.468 -2.506  -0.225
C 2.672 6.574 0.872  -0.263
C -6.744 -5.072 -0.726  -0.162
C 3.629 -1.017 0.031  -0.263
C 3.542 5.331 1.053  -0.224
C 6.094 9.135 -3.477  -0.110
C 3.414 7.877 1.152  -0.109
C -3.590 -4.532 -1.737  -0.116
C 6.953 7.035 -4.641  -0.228
C -6.737 -1.467 2.177  -0.557
C 5.970 -1.228 -2.905  -0.115
C -0.342 1.091 0.333  -0.098
C 4.810 -2.177 -2.619  -0.270
C -9.845 -3.883 0.122  0.023
C 0.855 2.230 2.277  -0.223
C 4.405 5.272 -1.374  -0.267
C -2.789 -2.552 2.666  -0.240
C -6.268 -3.789 2.128  -0.393
C -3.737 -6.489 -0.024  -0.418
C -6.082 -6.499 3.105  -0.744
C 7.949 6.612 -3.560  -0.235
C -6.599 -5.838 0.601  -0.185
C -3.470 -3.580 3.584  -0.402
C 4.745 5.237 0.115  -0.223
C -3.477 -4.976 -0.251  -0.423
H -4.604 -4.661 -2.137  0.096
H -4.773 -2.174 4.017  0.045
H 0.153 0.141 0.544  0.058
H 0.010 2.292 4.245  0.112
H 2.916 4.442 0.934  0.085
H 3.575 -0.195 0.751  0.098
H 2.675 -2.220 -2.402  0.102
H 3.254 -0.948 -3.447  0.109
H 5.340 5.251 -1.942  0.092
H 6.001 6.531 -4.449  0.104
H -2.936 -5.126 -2.379  0.121
H 0.029 3.206 0.523  0.101
H 3.805 7.890 2.172  0.075
H -10.270 -2.888 0.199  0.084
H -0.099 4.877 4.337  0.076
H 3.908 5.302 2.085  0.113
H -1.201 -2.401 -2.066  0.042
H 2.568 4.098 -1.320  0.059
H 4.043 0.375 -1.549  0.090
H -6.431 -6.887 0.322  0.092
H -7.600 -5.810 1.028  0.082
H -3.643 -5.682 3.806  0.053
H 9.535 7.212 -5.845  0.064
H 4.248 8.024 0.464  0.061
H -1.314 1.090 0.829  0.065
H 1.461 2.243 0.221  0.086
H 2.350 -0.022 -1.381  0.102
H 9.938 6.899 -2.823  0.104
H 1.393 1.302 2.498  0.108
H 7.295 6.668 -5.614  0.101
H -3.108 -8.371 -0.494  0.078
H -6.488 -4.017 -0.705  0.104
H 8.046 5.521 -3.591  0.110
H -1.549 -1.099 3.467  0.049
H 3.350 4.153 -2.896  0.071
H -3.888 -2.297 -1.438  0.104
H -5.915 -2.333 0.706  0.123
H -7.146 -6.562 2.903  0.006
H -4.321 -7.826 4.822  0.042
H 7.632 9.065 -4.986  0.097
H 4.749 -2.907 -3.430  0.103
H -1.643 3.588 2.022  0.100
H -2.080 -2.674 -3.683  0.041
H -0.521 1.148 -0.742  0.073
H -2.829 -5.214 2.433  0.084
H 0.346 5.013 2.628  0.044
H -4.301 -9.401 3.971  0.057
H -2.674 -3.759 4.332  0.133
H 5.804 -0.679 -3.834  0.073
H 7.537 6.845 -2.573  0.095
H -1.164 5.714 3.204  0.070
H 2.742 8.730 1.040  0.069
H 2.679 -2.966 -0.205  0.068
H -2.897 -0.497 2.790  0.049
H 5.017 -2.747 -1.709  0.099
H 1.614 -1.709 0.442  0.058
H -0.973 1.430 3.089  0.086
H -1.812 -2.981 2.425  0.101
H 2.251 6.601 -0.137  0.101
H 9.276 8.323 -3.593  0.098
H 3.912 6.214 -1.632  0.096
H -3.288 -2.380 1.716  0.084
H 1.555 3.041 2.501  0.089
H -5.700 -8.429 2.102  0.072
H -6.255 -5.643 -1.508  0.100
H 11.064 7.302 -4.978  0.067
H 6.107 -0.503 -2.100  0.063
H -10.659 -4.545 -0.196  0.087
H -9.492 -4.273 1.076  0.075
H 5.906 10.201 -3.611  0.068
H -2.077 3.482 3.713  0.106
H 6.903 -1.785 -3.007  0.066
H 6.022 8.720 -5.577  0.104
H -4.530 -6.700 -0.777  0.134
H 1.822 6.503 1.556  0.089
H -3.513 -8.022 3.252  0.074
H 5.447 6.047 0.337  0.099
H 5.142 8.653 -3.240  0.070
H 2.856 -2.437 1.465  0.072
H 6.757 9.024 -2.617  0.065
H 10.181 5.775 -5.039  0.074
H -2.309 -7.222 -1.263  0.070
H 5.283 4.308 0.334  0.111
H 4.647 -1.411 0.093  0.098
H 4.032 3.148 -1.615  0.068

Force components x, y, z for each atom (eV/Å):
Br 0.27 -0.19 -0.32
Br -0.05 -0.26 -0.30
P 0.53 0.41 0.82
F 0.64 -0.42 0.23
O -0.64 -0.39 -0.41
O -0.34 0.03 -0.48
O -0.24 -0.39 0.17
O -0.61 -0.65 -1.48
O -0.69 1.18 -0.12
O 0.19 0.17 0.40
O 0.58 0.09 -0.32
O 0.32 0.29 0.28
N 1.02 -1.45 -0.55
N -0.54 0.19 0.91
N -0.36 0.08 0.07
N 0.81 0.70 -0.04
C -0.01 0.15 -0.08
C 0.08 0.09 0.00
C -0.08 -0.10 0.00
C 0.59 -0.22 -1.06
C -0.13 0.01 -0.10
C 0.06 -0.18 0.03
C 0.19 0.01 0.06
C 0.02 -0.12 -0.05
C -0.97 0.33 0.43
C 1.08 -0.54 -0.99
C -0.49 0.32 1.99
C 0.51 -1.20 0.80
C -0.14 -0.03 0.09
C 0.04 0.13 0.07
C -0.30 0.29 0.55
C 0.24 0.38 0.19
C 0.07 0.03 0.10
C -0.07 -0.07 0.03
C 0.09 0.03 0.10
C -0.92 -0.80 0.18
C -0.20 0.01 0.00
C -0.07 -0.09 0.01
C 0.09 0.09 -0.10
C -0.12 0.01 -0.10
C -2.31 0.77 -1.74
C 0.06 -0.03 -0.09
C -1.11 0.13 -1.41
C 0.03 -0.13 0.06
C 0.02 0.19 -0.11
C 0.01 0.09 -0.10
C -0.40 -0.62 -0.43
C 0.08 0.13 -0.01
C 0.05 -0.18 -0.03
C 0.62 -0.04 -0.29
C 0.13 0.42 0.65
C -0.41 -0.93 -1.20
C -0.37 -0.38 -0.05
C -0.04 0.02 0.09
C 0.21 -0.33 -1.25
C 1.10 0.56 1.08
C 0.05 0.12 0.01
C 0.48 1.79 0.75
H -0.05 -0.53 0.51
H 0.10 0.11 -0.02
H -0.05 -0.01 0.03
H -0.01 0.00 0.00
H 0.01 -0.01 -0.01
H 0.05 0.01 -0.02
H -0.01 0.01 0.02
H 0.02 -0.01 0.00
H 0.00 0.06 0.00
H -0.01 0.02 0.00
H 0.24 0.02 0.21
H 0.02 0.02 0.04
H 0.04 0.00 -0.02
H 0.26 0.11 0.15
H 0.04 0.00 -0.02
H -0.02 0.01 0.01
H -0.65 2.14 -0.16
H 0.01 -0.04 0.01
H -0.01 0.00 -0.02
H -0.12 0.02 0.13
H 0.27 0.17 0.54
H -0.66 0.03 0.04
H 0.00 -0.03 -0.01
H 0.02 0.00 0.02
H 0.01 -0.05 0.00
H 0.00 0.05 0.00
H 0.00 0.00 0.03
H -0.02 0.04 0.02
H 0.00 -0.01 -0.03
H 0.00 -0.02 0.01
H -0.21 -0.01 0.27
H 0.48 -0.11 -0.08
H 0.02 0.00 0.01
H 0.04 -0.03 0.05
H -0.02 -0.06 0.01
H 0.83 -0.35 1.86
H 0.60 -0.32 -0.18
H 0.05 0.41 -0.33
H -0.21 -0.03 0.03
H 0.01 -0.03 -0.01
H -0.01 -0.03 0.04
H 0.01 -0.03 0.00
H 0.66 -2.10 -0.02
H -0.04 -0.09 0.01
H -0.11 0.29 -0.29
H 0.02 0.00 0.03
H -0.06 0.04 0.16
H 0.00 -0.17 -0.14
H -0.01 0.04 0.03
H -0.02 0.00 -0.01
H 0.05 0.04 0.03
H 0.04 0.03 0.02
H -0.05 0.00 0.01
H -0.01 0.04 -0.01
H -0.03 0.00 0.00
H -0.01 -0.05 -0.03
H 0.01 0.00 0.01
H -0.18 -0.19 -0.22
H 0.00 -0.03 0.00
H -0.03 0.00 0.01
H 0.01 0.01 0.04
H -0.23 -0.18 0.11
H -0.01 0.00 0.03
H 0.16 0.23 -0.15
H 0.28 0.51 -0.17
H 0.01 -0.03 -0.04
H 0.00 0.02 -0.02
H 0.13 -0.09 0.01
H 0.15 0.18 0.00
H -0.03 -0.01 0.05
H -0.02 -0.02 -0.04
H 0.02 0.05 -0.02
H 0.04 0.01 -0.03
H -0.38 0.33 0.44
H -0.02 -0.01 -0.04
H -0.03 0.15 0.10
H -0.01 0.00 0.01
H 0.02 -0.02 0.04
H -0.07 -0.04 0.00
H -0.03 -0.02 0.02
H -0.03 0.00 -0.03
H 0.17 0.05 0.06
H -0.01 -0.01 -0.02
H 0.01 0.02 -0.03
H -0.04 -0.01 0.03